# 1
The following is a quantum chemistry calculation of 5 unconnected molecules or ions with the total composition C33H67FN2O21P4S at a distorted geometry, from OMol25.

```
! wB97M-V def2-TZVPD RIJCOSX def2/J DEFGRID3
* xyz 0 1
O 5.64534 -6.18474 1.01324
H 4.42588 7.57086 -5.43745
H -0.76433 1.48056 12.36580
H -3.11538 -2.24782 -4.23164
H 3.55344 1.43976 2.23764
C 0.40082 -2.71003 1.77876
C -2.96237 -3.28522 -1.68564
O -0.17432 1.90933 10.43593
H 5.03014 -1.32556 -0.71063
C 0.74777 0.59194 0.50443
H 3.81736 0.09224 1.10964
H -4.07114 0.13354 -2.53318
O -0.78016 -0.14498 2.83486
C -4.62163 -4.70122 1.73316
H 1.25002 0.25071 8.72000
C -2.40368 0.24754 -4.03408
C -4.11940 -2.57527 -2.29185
H 7.33472 0.53986 -3.68065
H 0.80882 1.55488 -0.00529
H 1.85238 1.90176 9.05179
C -3.99619 -1.84862 -3.65755
H -6.27989 -0.80314 -0.33369
C -3.03548 -3.98280 -0.39097
O 4.50228 1.95887 0.49965
O 5.72445 2.88859 -1.26599
C -8.33184 -0.66258 -0.66162
H 7.75302 1.14162 -2.06481
H -0.48034 0.04565 11.33941
C 6.46266 3.56561 -0.25484
H 1.44380 -0.09624 0.02068
H -3.90299 0.87794 8.98573
H 5.17748 0.77639 2.05185
O -2.45279 1.44053 10.36756
H -0.93754 7.28193 -5.26087
O -0.70224 -2.02761 -2.39713
H 0.76177 4.62565 -5.33361
H -1.59711 -0.52435 -4.01053
H -1.38441 0.67606 -5.92075
H -2.12547 -4.46802 0.02568
C -5.40406 -3.35952 -0.27846
H -9.07777 -0.93983 -1.44678
C -3.81710 -0.27398 -3.54934
H -0.65037 -2.51113 1.99883
O 2.40267 6.99549 -5.49997
H -4.89305 -2.07552 -4.30115
H 6.38537 -2.31175 -0.13096
H -6.51381 -1.50738 -3.05683
H -8.54679 -1.23360 0.27886
C 4.24994 1.00199 1.52336
C 1.20450 7.67650 -5.07873
P 5.16484 1.38356 -0.96083
O -7.73686 -3.52907 0.67726
C -2.67230 2.39672 -5.55531
H 5.44849 -7.44069 -0.63590
H 0.88609 1.00241 11.93159
N -6.92936 -0.75379 -1.12243
S -1.32288 -3.33326 -2.48924
C -2.43017 0.83052 -5.51741
C -0.39941 -1.30072 5.25660
C -1.38087 3.23245 -5.17967
C -6.54124 -3.64241 0.74379
H -3.02899 2.71724 -6.56823
H 2.30895 -4.37948 -1.20367
H 7.23917 4.15844 -0.74125
O 4.53641 -3.26238 -0.26200
C -4.27378 -4.05486 0.36483
H -4.57703 0.17970 -4.25278
O 6.21890 0.56337 -0.22675
H -0.41948 2.71254 -5.43032
C -6.70578 -1.92089 -2.02846
P 5.12005 -4.77835 0.22942
H 6.94269 2.87006 0.43594
O 1.11779 0.79859 1.85788
O -1.35587 -3.88728 -3.82459
H 0.76608 -3.52074 2.40958
O -3.99940 -5.42572 2.44545
C 7.03000 1.21367 -2.87875
H -2.09567 5.35266 -5.34686
C 5.30504 -7.43769 0.44566
O 0.49977 -1.58947 4.18929
C -0.14416 1.05676 11.57590
H -2.09989 1.10560 -3.37034
H 3.43454 8.47843 -6.65297
H 5.73646 -2.53334 -1.78254
N -5.96867 -4.18574 1.96654
H 5.80144 4.23773 0.29236
H -1.68069 4.54117 -6.94488
C -5.39310 -2.62885 -1.53295
H -6.52791 -5.03784 2.12754
C -0.03066 6.71508 -4.90477
H 0.48036 -3.01854 0.73428
C -3.60270 0.68037 10.01321
H -8.52015 0.42483 -0.41195
H 1.38445 8.18466 -4.08461
H -1.38667 3.43860 -4.06810
H 5.95914 -8.18979 0.88895
H 7.01092 2.22990 -3.27487
H 0.96857 8.46233 -5.85629
H 3.28975 8.83580 -4.86638
C 1.31521 1.27206 8.34142
H 4.27309 -7.69636 0.68791
H 1.87189 1.26444 7.40292
O 5.73346 0.82303 -2.46001
H -7.57800 -2.61901 -2.08436
O 5.99761 -4.99264 -0.99073
H -0.27610 -0.27732 5.60668
C 2.99177 -5.22789 -1.25616
H -0.19837 6.45855 -3.82434
P 0.71239 -0.39379 2.99685
O 0.03226 1.81201 8.07511
O 1.21408 -1.55843 1.96429
H -3.11160 0.25679 -6.19781
H 0.37340 5.68714 -6.78600
H 3.71373 -5.07637 -2.06049
H -0.19153 -1.98958 6.07606
H 2.41479 -6.12776 -1.47684
C 5.48716 -2.31170 -0.74404
H -3.39701 -0.38191 10.14815
H -3.43062 2.61962 -4.74914
F -0.36235 -4.33738 -1.59342
C 3.40871 8.01194 -5.63162
P -1.20324 1.55966 9.21427
C 0.05465 5.38686 -5.74780
C -1.36691 4.66320 -5.86790
H -0.27177 0.21343 0.41991
H -4.41472 0.95770 10.68690
H -1.42585 -1.46808 4.92896
O -1.21324 0.06189 8.93363
O 3.62786 -5.40730 0.00472
*
```

Output
Energy   -4850.223245 hartree
SMILES   CNCc1c(CCCCCCCCCCOC)c(S(=O)(=O)F)cc2c1C(=O)NC2=O.COP(=O)(OC)OC.COP(=O)(OC)OC.COP(=O)(OC)OC.COP(=O)(OC)OC
HOMO   -9.16 eV

***

# 2
The following is a quantum chemistry calculation of 9 unconnected molecules or ions with the total composition C33H67O25 at a distorted geometry, from OMol25.

```
! wB97M-V def2-TZVPD RIJCOSX def2/J DEFGRID3
* xyz -1 1
O -12.88678 -10.56591 16.14369
H -4.31722 2.93175 6.28267
H -22.06032 5.34141 9.43767
H -10.38440 -5.40357 0.94320
O -16.81801 1.44484 14.07224
H -12.99827 -10.30495 14.25208
C -5.00936 2.09152 6.33798
C -8.26656 -12.47928 7.77098
C -3.23977 -3.53353 6.13453
O -16.71759 -10.10910 3.24296
H -6.45415 -0.38192 -1.11305
H -5.36303 -2.87206 5.96484
O -5.91792 -12.04327 7.25863
H -15.09205 -10.63075 -0.52714
H -13.78712 -9.94717 20.00367
H -2.44252 -3.29495 6.83850
C -15.84967 -1.78109 13.57406
H -5.56694 2.02782 5.40356
H -11.09827 -5.50857 7.42194
H -8.81144 -2.69001 14.98315
H -15.11646 -10.35314 5.54386
H -8.96501 -1.18637 12.90329
H -12.01561 -9.85353 19.97137
H -14.35074 -11.89427 0.49157
C -17.12094 -10.27638 4.60096
C -9.29645 -5.40264 0.87636
H -8.45861 -11.41147 7.87589
H -20.39362 -1.34308 8.78356
H -9.15453 -12.88751 7.28831
H -17.99970 -9.64520 4.73326
H -8.02506 0.32997 -1.00957
H -9.63347 4.06717 12.90394
C -9.19469 -0.98767 13.95012
C -8.89002 -3.97546 0.49240
H -3.07505 -10.55232 9.84227
H -10.28863 -9.44984 15.25122
O -8.99967 2.42532 14.05820
H -8.10688 -12.85997 8.77978
C -22.19618 4.85722 8.47061
H -16.82469 2.89904 12.63969
H -10.66432 -11.06047 14.60110
H -16.02506 3.92572 15.47168
O -4.34801 0.87983 6.57109
H -4.90858 -3.02054 7.61427
C -12.87987 -10.42769 19.63746
C -4.50281 -2.79006 6.62922
H -10.97243 -9.79500 13.61027
C -12.44800 -9.78614 15.03702
O -15.65010 -10.44122 1.42926
O -9.38899 -0.65403 1.56306
O -20.87687 0.61508 8.26018
O -15.63209 -12.16824 2.84733
H -20.11375 4.42718 7.99553
H -21.25522 4.19895 6.66680
C -16.12858 0.55549 13.35584
O -4.24464 -11.57623 8.55705
C -7.07813 -12.73642 6.90873
C -16.05015 -9.79871 5.63849
H -7.26590 -12.62848 5.84046
O -8.77281 1.06189 12.18742
C -21.09468 4.03174 7.73186
H -7.94914 3.42633 12.54893
H -5.60217 2.29529 7.22970
H -2.95659 -3.34934 5.09820
H -12.80847 -11.27608 20.31808
C -19.99781 -0.60098 8.09022
O -12.30682 -4.02054 8.17136
O -19.17344 1.97201 7.66602
H -22.69669 5.66057 7.93004
H -4.22724 -11.65580 10.60441
H -8.94084 -5.73217 1.85260
C -11.36208 -5.01818 8.35897
H -7.82560 -3.81645 0.66511
H -14.83746 -1.63140 13.19840
H -16.03749 -11.95944 -0.07441
H -16.19665 -9.71313 6.71520
H -11.74464 -5.68866 9.12852
H -15.41658 4.44563 13.98904
C -4.95854 -0.34126 6.54340
H -16.36512 -2.28209 12.75467
H -15.81736 -2.44001 14.44175
C -11.00943 -10.02913 14.67418
C -3.59149 -11.50584 9.73180
H -12.66071 -8.71726 15.05546
C -8.69825 3.67281 13.30138
O -4.12985 -1.33626 6.70290
H -7.31494 -1.82327 14.76126
C -8.96947 1.28777 13.41088
O -21.31507 2.67937 8.01192
C -8.36717 -1.69518 15.01526
H -3.34377 -4.60212 6.32270
H -10.42701 -4.54382 8.65685
H -18.95219 -0.38088 8.30551
O -6.19963 -0.47625 6.40294
O -7.94930 -1.56162 -0.06437
C -5.25397 -12.36932 8.40531
O -5.68580 -13.15619 9.22078
H -14.88989 3.01103 14.57301
H -8.39255 -1.37554 16.05703
C -15.25235 -11.30895 0.31098
H -6.79344 -13.78855 6.90038
C -15.82788 3.55575 14.46553
H -20.23955 -0.92312 7.07736
H -10.21134 -1.37391 14.02320
H -9.08992 -3.95448 -0.57891
C -7.36674 -0.38565 -0.51702
O -16.39401 -0.60104 13.96475
H -15.90185 -8.72437 5.52934
C -20.32865 1.76659 7.94086
H -2.83131 -12.28699 9.73795
H -23.01803 4.16273 8.64484
C -13.09062 -9.95538 17.28259
O -15.37307 0.77565 12.38980
O -13.39261 -8.73110 17.47341
H -9.16298 -6.19474 0.13957
O -9.52655 -2.87232 1.03819
H -17.86907 3.33127 13.84047
C -15.98767 -11.02058 2.56238
H -17.59042 -11.24951 4.74490
H -8.27168 4.42647 13.96330
H -7.25271 0.30435 0.31905
C -16.91644 2.81483 13.72255
O -12.98376 -10.83207 18.28120
C -9.00623 -1.60017 0.90076
O -9.12165 0.32770 14.33847
*
```

Output
Energy   -3178.386273 hartree
Relative energy (zero: lowest compared OMol25 entry of this formula, charge and spin)   603.49 kJ/mol
HOMO   -1.36 eV

***

- Look up the energy of the second one.
  -3178.386273 hartree